Entry 1:
{
  "formula": "C13H29AlN2O12P",
  "method": "the ωB97M-V functional and the def2-TZVPD basis",
  "gap_ev": 7.658,
  "e_lumo_ev": 2.51,
  "total_charge": -1,
  "symbols": ["H", "H", "H", "H", "H", "N", "O", "H", "H", "H", "C", "C", "H", "C", "H", "H", "O", "O", "O", "C", "H", "H", "C", "Al", "H", "H", "O", "C", "C", "H", "H", "H", "O", "H", "H", "H", "O", "O", "H", "H", "H", "P", "C", "H", "H", "C", "C", "O", "C", "O", "H", "H", "N", "C", "C", "O", "H", "O"],
  "coordinates": [[0.597, 3.965, 0.178], [3.594, -3.335, -3.553], [-0.059, 6.482, 4.861], [-7.780, 1.149, -0.755], [0.516, 5.222, 5.968], [1.515, -2.839, 0.887], [1.108, -0.289, 0.961], [-7.182, 1.724, -2.319], [1.503, 6.688, 5.700], [-0.715, 3.590, 1.312], [2.768, -4.803, -2.212], [7.276, -5.238, -1.057], [1.850, -3.587, -3.708], [-5.675, 1.524, -0.782], [2.077, 2.334, 1.393], [-5.469, 0.910, 0.090], [-0.144, 3.926, 3.918], [1.563, 5.377, 4.177], [-4.532, 1.343, -1.645], [5.045, -4.934, -1.637], [1.963, -5.533, -2.177], [2.236, -3.337, 1.397], [-6.954, 1.089, -1.463], [-1.599, -2.121, 1.847], [-1.794, -3.062, 3.131], [-2.870, 3.886, -3.927], [6.037, -5.822, -1.458], [-3.721, -0.440, 1.921], [-2.940, 2.873, -4.317], [-1.985, -2.835, 0.473], [1.720, -0.493, 0.241], [-1.979, 2.545, -4.703], [-3.264, 1.951, -3.280], [-5.723, 2.568, -0.474], [2.353, -1.773, 3.174], [-6.864, 0.057, -1.803], [5.150, -3.748, -1.459], [-5.017, 3.264, -2.745], [7.930, -6.075, -0.832], [-3.693, 2.845, -5.105], [2.637, -4.111, -1.380], [0.772, -1.705, 1.702], [0.180, 3.196, 0.832], [7.696, -4.637, -1.863], [2.980, -4.792, -4.356], [1.197, 2.765, 1.860], [0.825, 5.973, 5.244], [3.962, -5.599, -2.004], [0.930, 4.350, 3.581], [1.712, 3.890, 2.619], [7.142, -4.610, -0.179], [0.781, 2.027, 2.542], [-2.527, -0.455, 2.013], [2.805, -4.086, -3.542], [-4.355, 2.268, -2.572], [1.433, -1.485, 3.177], [-0.103, 2.331, 0.234], [-4.907, -0.366, 1.876]],
  "mulliken_charge": [0.313, 0.293, 0.286, 0.358, 0.297, -0.595, -0.493, 0.342, 0.208, 0.302, -0.101, -0.633, 0.377, 0.111, 0.235, 0.049, -0.553, -0.353, -0.309, 0.781, 0.304, 0.097, -1.180, 0.122, -0.219, 0.300, -0.343, 0.655, -0.655, -0.207, 0.273, 0.218, -0.318, 0.320, 0.273, 0.285, -0.554, -0.580, 0.209, 0.288, 0.282, 0.686, -1.105, 0.284, 0.292, -0.066, -0.636, -0.360, 0.753, -0.366, 0.297, 0.321, -0.336, -1.137, 0.768, -0.561, 0.345, -0.663]
}



Entry 2:
{
  "formula": "C51H105F3N10O3S",
  "method": "the ωB97M-V functional and the def2-TZVPD basis",
  "gap_ev": [5.448, 1.651],
  "multiplicity": 2,
  "e_lumo_ev": [-16.77, -20.57],
  "total_charge": 7,
  "symbols": ["C", "H", "C", "C", "H", "H", "H", "C", "H", "H", "C", "H", "H", "H", "H", "C", "C", "N", "H", "H", "C", "H", "H", "H", "H", "H", "C", "H", "H", "H", "H", "H", "C", "H", "C", "N", "H", "C", "C", "C", "H", "C", "H", "F", "C", "C", "C", "H", "H", "C", "H", "H", "H", "H", "C", "S", "H", "C", "H", "H", "N", "H", "C", "H", "H", "N", "H", "H", "O", "O", "H", "C", "C", "H", "F", "H", "C", "H", "C", "C", "H", "H", "H", "H", "H", "H", "H", "H", "H", "O", "H", "H", "H", "H", "C", "H", "H", "H", "H", "N", "H", "H", "C", "H", "H", "C", "H", "C", "H", "H", "H", "N", "H", "H", "H", "H", "H", "C", "H", "H", "C", "C", "H", "H", "H", "H", "C", "H", "H", "H", "N", "H", "C", "C", "C", "C", "C", "H", "H", "C", "C", "N", "H", "C", "F", "H", "H", "C", "N", "H", "C", "H", "H", "C", "H", "N", "H", "H", "H", "H", "C", "C", "C", "H", "H", "H", "C", "H", "H", "H", "C", "H", "H"],
  "coordinates": [[4.087, 6.141, -3.461], [2.156, -1.349, 5.123], [-4.175, 4.263, -1.914], [2.244, -4.085, 3.308], [-3.796, 3.900, -2.870], [-3.374, -1.936, -3.874], [-3.734, -6.636, -3.602], [-1.685, 3.731, -1.284], [3.395, -0.832, -0.897], [-0.411, -0.764, 8.531], [-3.660, -1.965, 4.017], [-1.591, -5.664, -4.721], [-4.745, -2.808, -0.164], [3.216, 8.678, -1.634], [-2.047, 5.092, 1.779], [-0.971, -8.455, 2.242], [-4.138, -5.653, -3.359], [2.756, 5.891, -3.472], [1.126, 6.948, -2.702], [-0.715, -4.341, -4.163], [0.509, -0.156, -1.636], [3.080, 1.012, 5.798], [-3.819, 0.459, 6.395], [-4.256, -2.784, 4.390], [-0.262, 0.601, 3.401], [-4.815, -5.982, -2.571], [2.323, 1.612, 5.293], [4.065, 3.888, -1.429], [0.774, 3.186, -3.801], [-2.356, 5.738, 0.101], [-2.150, 0.230, -4.227], [6.107, 0.763, -0.159], [-2.967, 0.163, 3.869], [-2.752, 1.140, 4.275], [5.707, 7.629, -2.330], [-3.432, -1.706, 2.669], [6.116, 8.405, -2.978], [-2.195, -0.092, -5.268], [0.806, -6.594, 2.126], [-4.852, -4.989, -4.486], [-3.347, 2.923, 0.955], [-4.521, -1.940, 0.456], [6.710, 1.204, -1.714], [1.193, 0.931, -1.699], [-1.196, -6.106, 1.263], [-0.378, -5.011, 1.048], [-2.381, -2.315, -4.114], [-0.658, -9.096, 1.419], [4.791, 5.680, -4.138], [6.707, -1.412, -1.002], [-3.067, 0.270, -5.812], [1.404, -3.907, 3.979], [2.633, 4.250, -4.802], [1.244, 5.250, -4.920], [1.934, 4.823, -4.193], [-0.035, -0.527, 0.271], [2.125, 2.393, 6.027], [4.575, 1.777, -1.312], [0.372, 0.506, 9.327], [4.376, -3.004, 0.539], [0.862, -5.307, 1.674], [-0.511, 2.009, 4.380], [-1.473, -4.596, -4.903], [3.250, 1.504, 3.415], [0.699, 3.210, 3.187], [-2.712, -3.864, -4.319], [-5.428, -1.556, 0.922], [-3.677, -3.729, -2.562], [-1.036, -1.578, 0.214], [-0.596, 0.790, 0.668], [4.134, -3.216, -1.296], [-6.520, 4.330, -3.003], [1.178, 2.233, 3.109], [-5.377, -5.707, -5.116], [1.200, -1.253, -2.159], [-3.914, -1.326, -0.209], [-3.213, -4.623, -2.978], [1.246, -1.074, 9.352], [4.797, 3.231, -0.960], [4.374, -1.123, -0.516], [2.986, -3.298, 3.444], [-1.560, 4.625, -1.894], [-7.573, 4.186, -2.758], [-6.224, 3.783, -3.898], [4.493, -0.685, 0.475], [-4.376, 4.162, 0.522], [0.731, -1.149, 4.125], [0.426, 4.403, -2.725], [1.143, 2.194, 2.021], [1.184, -0.878, 1.020], [-0.199, 4.702, 0.035], [2.631, -5.047, 3.646], [-3.281, -1.278, 6.637], [-1.422, 0.608, -5.587], [5.151, -0.831, -2.922], [-0.474, -4.031, 0.606], [-2.245, -2.019, -6.304], [1.793, -0.952, 7.153], [-4.356, 1.550, -0.778], [-0.429, -7.157, 1.883], [-5.555, -4.316, -3.996], [-4.312, -3.459, -5.958], [-2.254, 4.857, 0.735], [1.458, -3.350, 1.618], [-3.510, -5.002, -6.001], [-1.883, -1.587, -5.370], [1.614, -7.122, 2.612], [-3.858, -4.221, -5.325], [-0.468, -8.799, 3.146], [-6.053, 4.634, -0.865], [6.116, -0.931, -3.420], [-3.180, 3.425, -1.063], [2.088, 0.660, 7.818], [7.203, -0.983, -0.131], [2.672, -4.613, 1.137], [-3.938, 5.326, -1.873], [-2.293, -4.989, -2.522], [-1.119, 4.121, 0.106], [-2.254, -6.262, 1.113], [-0.799, -1.523, -5.466], [1.884, -4.330, 1.834], [1.316, -0.021, 7.460], [-4.028, -3.634, 1.937], [-6.613, 5.380, -3.282], [6.786, -3.052, 0.094], [5.646, 8.176, -1.390], [3.200, 7.820, -2.290], [-4.930, -0.750, 6.157], [4.739, -1.818, -3.131], [-2.562, 0.013, 1.681], [5.455, -0.626, -1.456], [4.650, 3.440, 0.100], [-2.838, -0.475, 2.604], [2.204, 6.966, -2.760], [4.617, -2.687, -0.475], [5.799, 0.907, -1.195], [1.290, 3.916, -3.177], [-1.174, 2.911, -1.789], [-0.804, 3.328, 0.785], [0.346, 0.415, 6.408], [-5.713, 4.036, -1.710], [-3.509, -0.779, 4.724], [5.759, 3.704, -1.159], [-3.703, -2.653, 1.592], [-0.599, 0.059, -2.337], [-0.249, 1.314, 6.566], [3.634, 1.517, -0.827], [-3.860, -0.571, 6.043], [1.123, 0.641, 5.062], [-5.893, 2.990, -1.460], [6.169, -2.800, -0.768], [-2.059, -8.496, 2.191], [1.948, 3.342, -2.525], [-3.438, 1.889, -1.258], [7.357, -1.216, -1.855], [4.351, 7.175, -2.706], [6.372, -3.446, -1.623], [-1.367, -4.297, -5.946], [2.137, -0.352, 3.509], [-2.704, -2.929, 1.255], [0.268, 1.385, 3.942], [0.590, -0.414, 8.785], [2.520, 2.167, 3.880], [-3.434, 1.545, -2.292], [2.890, 3.191, 3.934], [-0.273, -0.426, 6.095], [-3.335, 3.863, 0.403], [4.309, 1.699, -2.366], [6.490, 6.879, -2.217], [4.469, -0.029, -3.203], [1.657, -0.666, 4.436], [-2.586, 1.400, -0.786], [-1.715, -2.075, -3.285]],
  "mulliken_charge": [-0.138, 0.479, -0.762, -1.295, 0.479, 0.469, 0.341, -0.766, -0.138, 0.292, -0.276, 0.461, 0.380, 0.431, 0.448, -0.705, -0.900, 0.302, 0.474, 0.380, 0.046, 0.581, 0.352, 0.507, -0.492, 0.410, -0.786, 0.162, 0.392, 0.319, -0.126, 0.389, -0.631, 0.570, -0.863, 0.400, 0.381, -1.059, -0.175, -0.604, 0.112, -1.295, 0.484, 0.000, -0.928, -0.266, -0.990, 0.386, 0.459, -0.675, 0.410, 0.349, 0.379, 0.371, -1.096, 0.198, 0.464, 0.765, 0.375, 0.226, 0.376, 0.511, -1.150, 0.183, 0.555, 0.344, 0.469, 0.191, -0.046, -0.673, 0.439, -1.435, -0.280, 0.420, -0.203, 0.343, -0.367, 0.386, -1.552, -0.145, 0.328, 0.425, 0.402, 0.362, 0.319, 0.514, 0.341, 0.004, -0.004, -0.184, 0.711, 0.531, 0.405, 0.432, -0.633, 0.527, 0.495, 0.317, 0.539, 0.162, 0.273, 0.364, -0.634, -0.472, 0.343, -0.386, 0.468, -0.532, 0.300, 0.428, 0.247, 0.674, 0.345, 0.405, 0.362, 0.480, 0.461, 0.274, 0.476, 0.301, 0.317, -0.440, 0.548, 0.387, 0.344, 0.334, -0.600, 0.385, 0.399, 1.207, -0.010, 0.373, -0.563, -0.303, -0.344, -0.990, -0.101, 0.092, -0.677, -0.460, -0.283, 0.110, 0.481, 0.127, 0.020, 0.431, -0.137, -0.770, 0.357, 0.181, -0.808, 0.291, 0.051, -1.247, 0.533, 0.134, 0.300, 0.391, 0.249, -0.339, 0.417, -1.308, -1.196, 0.394, 0.584, 0.264, -0.638, 0.205, 0.346, 0.264, -1.162, 0.246, 0.617]
}



Entry 3:
{
  "formula": "C54H42N12O5ScSi",
  "method": "the ωB97M-V functional and the def2-TZVPD basis",
  "gap_ev": [4.688, 4.685],
  "e_lumo_ev": [-3.48, -3.48],
  "total_charge": 1,
  "symbols": ["H", "C", "C", "C", "N", "Sc", "H", "N", "Si", "H", "H", "C", "C", "O", "C", "H", "H", "H", "N", "C", "N", "H", "C", "C", "H", "H", "C", "H", "H", "C", "C", "C", "H", "H", "H", "H", "C", "N", "N", "N", "H", "C", "C", "C", "C", "C", "C", "N", "C", "C", "C", "C", "H", "C", "O", "O", "C", "C", "C", "N", "C", "C", "C", "H", "H", "H", "O", "H", "H", "H", "H", "H", "C", "C", "O", "H", "C", "C", "H", "C", "H", "C", "C", "H", "C", "C", "C", "C", "N", "H", "H", "H", "N", "C", "H", "H", "H", "C", "C", "N", "C", "H", "C", "H", "C", "C", "C", "H", "H", "C", "C", "H", "H", "C", "C"],
  "coordinates": [[-2.897, 5.383, 0.090], [-5.731, -1.153, 1.927], [-0.883, 1.457, -4.835], [2.246, -3.557, 1.281], [4.171, 1.575, -0.517], [-0.030, -0.239, -0.636], [-3.752, -2.893, -0.188], [-1.628, 3.768, 0.270], [-2.897, -0.415, -1.735], [-6.372, -1.304, 2.786], [6.018, 2.432, -0.684], [-0.682, 1.345, -3.483], [-0.067, -0.762, -5.055], [-1.998, -6.385, 4.178], [2.277, -3.826, -1.676], [-3.526, -0.139, -4.602], [-1.092, -7.654, 0.675], [3.891, 3.624, 1.121], [2.070, 1.062, -0.740], [1.277, -3.051, -3.705], [-2.396, 3.025, 1.087], [2.368, -4.881, -3.547], [1.878, -2.101, 3.135], [3.634, 4.687, 3.541], [-6.099, 0.960, 1.818], [-1.267, 2.375, -5.256], [-2.717, -3.008, -3.019], [5.595, 3.666, 5.035], [-1.338, 5.546, -0.740], [3.109, 1.029, 0.080], [-4.249, -2.035, 0.252], [0.186, -0.781, -3.680], [1.146, -0.166, 2.571], [0.151, -1.634, -5.652], [7.221, 1.087, 2.017], [-2.513, -3.409, -2.034], [2.011, -4.001, -3.029], [3.844, 1.978, -1.756], [-0.173, 0.256, -2.874], [1.477, -1.328, 0.907], [3.124, 0.656, 1.089], [-3.305, -2.047, -5.542], [2.582, 1.650, -1.860], [-1.136, -6.578, 0.760], [0.862, -1.901, -3.033], [-3.011, -3.394, -5.373], [6.529, 2.337, 3.615], [3.589, 5.405, 4.615], [-1.378, -6.003, 1.999], [-4.746, 0.306, 0.291], [5.522, 1.746, 0.001], [-1.250, -3.806, 1.077], [-3.024, -4.066, -6.222], [0.510, 6.199, 2.989], [-1.248, -8.053, 3.033], [-1.124, -1.588, 0.205], [0.005, 5.611, 1.834], [-1.241, -2.310, 1.282], [2.266, -3.338, 2.648], [2.417, 6.113, 4.574], [1.478, -1.139, 2.227], [4.644, 3.729, 3.121], [-2.984, -1.645, -3.169], [-0.922, -3.722, -1.031], [-0.784, 0.391, -6.710], [7.278, 1.981, 4.310], [-1.330, -1.846, 2.405], [1.863, -1.898, 4.196], [0.075, 3.375, -0.959], [-2.278, 0.972, 1.523], [6.047, 0.791, -0.045], [2.872, -4.554, -1.145], [5.602, 3.278, 4.026], [-1.827, 5.205, 0.172], [2.538, 4.884, 2.768], [2.010, 1.842, -2.754], [-5.069, -2.229, 1.353], [-1.888, 1.826, 0.989], [-4.628, 1.304, -0.119], [5.543, 2.280, 1.416], [-2.521, -4.928, -3.952], [-5.573, 0.116, 1.389], [-0.972, -5.748, -0.336], [1.052, -3.189, -4.751], [-1.272, 5.916, 1.390], [4.626, 3.241, 1.818], [1.857, -2.528, 0.431], [-0.683, 3.011, -0.284], [-0.811, 1.764, 0.145], [0.150, 7.565, 4.594], [2.563, -4.128, 3.324], [-3.564, -1.669, -6.524], [1.096, -1.758, -1.711], [-0.588, 0.361, -5.647], [-5.195, -3.223, 1.764], [-3.368, 0.890, -2.325], [-0.965, 2.158, -2.826], [1.763, -2.715, -1.036], [-3.291, -1.188, -4.455], [-1.566, -6.886, 3.159], [-0.255, 7.126, 3.693], [2.494, -4.531, 0.885], [-1.439, -4.633, 2.173], [-1.616, -4.216, 3.155], [-1.034, -4.372, -0.176], [-4.060, -0.763, -0.294], [6.494, 1.831, 2.322], [0.618, 4.898, 1.297], [-2.117, 8.173, 3.767], [1.816, 5.787, 3.476], [-2.725, -3.874, -4.103], [-3.029, 7.090, 1.752], [-0.787, -6.172, -1.315], [-1.516, 7.452, 3.229], [-2.030, 6.843, 2.091]],
  "mulliken_charge": [0.472, -0.732, -0.747, -0.732, 1.043, -1.239, 0.335, 1.061, 1.358, 0.403, 0.367, -0.654, -0.485, -0.591, -0.872, 0.443, 0.528, 0.622, 0.677, -1.015, -0.999, 0.474, -1.057, 0.552, 0.420, 0.508, -0.014, 0.527, 0.247, -1.078, -0.346, 0.747, 0.643, 0.412, 0.445, 0.178, -1.440, -1.194, 1.897, 0.608, 0.828, -0.660, -0.930, -0.746, 0.152, -0.675, -0.704, -0.511, -0.433, -0.344, -0.943, 0.719, 0.413, -0.062, -0.606, 0.972, -0.194, 0.127, -0.893, -0.452, -0.314, 0.131, 0.273, 0.204, 0.461, 0.421, -0.745, 0.479, 0.681, 0.863, 0.387, 0.579, -0.975, -1.259, -0.212, 0.666, -0.514, -1.262, 0.412, 0.695, 0.492, -0.595, -0.709, 0.495, 0.980, 0.168, 0.967, -0.880, 0.708, 0.546, 0.472, 0.465, 1.530, -1.248, 0.451, -0.516, 0.326, 0.111, -0.676, 1.000, -0.946, 0.412, -0.535, 0.656, -0.353, 0.302, -0.961, 0.662, 0.406, 0.666, -0.625, 0.416, 0.521, -0.743, -0.770]
}